No. 1
105
Properties=species:S:1:pos:R:3 method="wB97M-V/def2-TZVPD" orbital_gap_ev="4.10 / 4.09" de_lowest_kj_mol=125.3 lumo_ev="3.8 / 3.8" total_charge=-2 total_energy_ha=-4553.6522
Ti -0.04507 0.45482 1.17938
O -1.07031 -0.96359 0.12570
C -1.06419 -2.20751 0.84311
C 0.38692 -2.56828 1.19397
N 1.15239 -1.35932 1.59829
C 1.29193 -1.29097 3.06382
C -0.05028 -0.85151 3.68596
O -0.36102 -1.23043 4.79889
O -0.76256 -0.09815 2.90112
C 2.39323 -1.09487 0.82092
C 2.34824 0.23628 0.02450
O 3.38226 0.77262 -0.29276
O 1.13389 0.64487 -0.27552
H -0.59620 -1.15488 -0.71425
H -1.50697 -2.98311 0.21928
H -1.67532 -2.07574 1.73134
H 0.84450 -2.98968 0.30085
H 0.40454 -3.31754 1.98907
H 2.03650 -0.54726 3.33353
H 1.57188 -2.25330 3.50050
H 2.54448 -1.87186 0.06934
H 3.26885 -1.06024 1.46519
C 1.35424 -3.46032 -7.45012
C 1.18273 -3.13638 -5.98516
C 1.70450 -3.95433 -4.98900
C 1.53065 -3.65831 -3.64989
C 2.15064 -4.55653 -2.63438
O 3.34552 -4.76675 -2.60903
C 1.25319 -5.28891 -1.66213
C -0.12694 -5.24534 -1.78214
C -0.93326 -5.98141 -0.92453
C -0.35808 -6.76917 0.06243
C 1.02493 -6.81213 0.19168
C 1.82407 -6.07431 -0.67007
C 0.81403 -2.50255 -3.19330
O 0.68824 -2.31521 -1.94666
C 0.31439 -1.63410 -4.23725
C 0.52276 -1.98523 -5.57194
C -0.33361 -0.33032 -3.93335
N -0.86416 -0.07787 -2.80690
C -1.38958 1.24144 -2.46559
C -2.92493 1.29038 -2.38988
Te -3.81470 -0.46458 -1.55215
C -3.88663 -1.45204 -3.43524
C -3.07814 -2.55875 -3.67915
C -3.07763 -3.17503 -4.92627
C -3.88434 -2.69137 -5.94702
C -4.69571 -1.58767 -5.71415
C -4.69760 -0.97659 -4.46566
C -0.35372 0.67286 -5.06153
C 0.70346 1.55064 -5.26931
C 0.66003 2.46546 -6.31251
C -0.43638 2.50464 -7.16551
C -1.49937 1.63481 -6.95677
C -1.45911 0.72684 -5.90597
H 1.76087 -4.46552 -7.57766
H 2.04015 -2.76295 -7.94222
H 0.40360 -3.41155 -7.98811
H 2.26219 -4.84844 -5.25960
H -0.56308 -4.62730 -2.55319
H -2.01102 -5.93535 -1.02493
H -0.98551 -7.35111 0.72679
H 1.47768 -7.41891 0.96671
H 2.90396 -6.09031 -0.58972
H 0.13181 -1.32635 -6.33975
H -1.06950 2.02231 -3.16307
H -0.97356 1.48273 -1.49055
H -3.35568 1.38190 -3.38859
H -3.26005 2.12987 -1.78048
H -2.40662 -2.90538 -2.90139
H -2.41811 -4.01490 -5.11298
H -3.87079 -3.16358 -6.92224
H -5.32729 -1.19905 -6.50556
H -5.33297 -0.11518 -4.29031
H 1.55583 1.52200 -4.59995
H 1.48450 3.15335 -6.45783
H -0.46616 3.21612 -7.98208
H -2.36291 1.66195 -7.61124
H -2.28876 0.04707 -5.73247
N -5.19496 1.77845 1.32490
C -3.88023 2.20176 1.07909
C -2.82746 1.33051 1.25922
N -1.51028 1.70219 0.97095
C -1.39553 3.00390 0.49087
C -2.47290 3.81397 0.35718
N -3.76322 3.46472 0.64216
H -5.28746 1.11098 2.07349
H -5.81076 2.57127 1.41863
H -2.97677 0.34488 1.67674
H -0.40347 3.32671 0.20836
H -2.32861 4.82782 -0.00289
F 4.11061 2.79829 1.90419
C 3.47920 2.32315 2.97775
F 3.76316 1.01797 3.06277
F 4.04148 2.91111 4.05836
C 1.92270 2.55127 2.89444
O 1.35604 1.60675 2.15803
C 1.69567 3.98758 2.30709
F 1.84227 3.98491 0.98365
F 2.56349 4.89809 2.80537
F 0.46517 4.43430 2.58120
C 1.35069 2.53257 4.35669
F 0.03451 2.38442 4.34657
F 1.86945 1.49442 5.04304
F 1.62752 3.64896 5.06426



No. 2
85
Properties=species:S:1:pos:R:3 method="wB97M-V/def2-TZVPD" orbital_gap_ev=6.44 de_lowest_kj_mol=299.9 lumo_ev=-6.1 total_charge=+2 total_energy_ha=-2375.5766
C 0.74582 -1.55023 -3.14773
C -0.22019 -1.96616 -2.20147
C -1.55153 -2.09204 -2.64218
C -1.90664 -1.81616 -3.96218
C -0.95136 -1.41653 -4.88936
C 0.38459 -1.28091 -4.47676
P 0.14483 -1.98795 -0.41476
C -1.22245 -2.96570 0.36663
C -2.29100 -2.43751 1.13197
C -3.27395 -3.31221 1.59101
C -3.27958 -4.64236 1.19154
C -2.24009 -5.15290 0.41138
C -1.16987 -4.33501 0.07048
La -0.72191 0.19978 1.35364
P 0.10545 2.18975 -0.71869
C -1.38062 2.27453 -1.73735
C -1.30088 2.78663 -3.04663
C -2.31038 2.54095 -3.98007
C -3.52029 1.97541 -3.57193
C -3.67873 1.59847 -2.23473
C -2.62984 1.74610 -1.32167
C -0.04837 3.38961 0.62614
C 0.95552 3.49599 1.62088
C 0.68969 4.25728 2.75459
C -0.49032 5.00206 2.84059
C -1.43026 4.97438 1.80624
C -1.22171 4.17210 0.69964
C 1.79291 2.41169 -1.35584
C 2.83201 1.46110 -1.19976
C 4.06836 1.67813 -1.80368
C 4.28894 2.82178 -2.57241
C 3.25637 3.74712 -2.75946
C 2.01711 3.54130 -2.15024
C 1.68337 -2.95434 -0.28437
C 2.16142 -3.71722 -1.36545
C 3.42001 -4.31701 -1.30597
C 4.20948 -4.17521 -0.16405
C 3.71397 -3.48053 0.94128
C 2.43206 -2.94500 0.90977
H 1.91317 2.97965 1.48388
H 1.39918 4.25273 3.58193
H -0.68069 5.62361 3.70758
H -2.33822 5.57649 1.85395
H -1.95879 4.09745 -0.10590
H -0.41073 3.35029 -3.32870
H -2.16383 2.80588 -5.02926
H -4.32993 1.82916 -4.29074
H -4.62662 1.14423 -1.92137
H -2.81836 1.45759 -0.27824
H 2.65002 0.53638 -0.65304
H 4.86896 0.94537 -1.69556
H 5.25910 3.00213 -3.03751
H 3.39763 4.63127 -3.38367
H 1.19332 4.24085 -2.31991
H 1.54986 -3.84161 -2.26239
H 3.77243 -4.87930 -2.16793
H 5.20728 -4.60450 -0.14191
H 4.33105 -3.36118 1.83065
H 1.99203 -2.52485 1.81078
H -2.44658 -1.34961 1.35271
H -4.04259 -2.92671 2.25533
H -4.09484 -5.29556 1.48187
H -2.24366 -6.18279 0.06537
H -0.29003 -4.73525 -0.43866
H -2.32232 -2.40366 -1.93440
H -2.94076 -1.92756 -4.27622
H -1.25874 -1.17132 -5.90905
H 1.16666 -0.92123 -5.15744
H 1.80693 -1.48165 -2.89393
H 0.57379 0.42646 -1.31196
H 0.31734 0.04007 -0.54931
C 1.02346 -0.10594 2.93297
C 0.22960 -0.00625 4.20034
C 0.22896 -0.99786 5.22110
C -0.68105 -0.90079 6.26931
C -1.59343 0.15507 6.33882
C -1.56558 1.14984 5.37425
C -0.60801 1.12992 4.35832
H 1.56264 0.81660 2.63046
H 1.66172 -0.99229 2.85374
H 0.95447 -1.82257 5.16675
H -0.69302 -1.67439 7.03661
H -2.29766 0.20607 7.15593
H -2.26301 1.98017 5.40643
H -0.45306 2.01042 3.70901



No. 3
97
Properties=species:S:1:pos:R:3 method="wB97M-V/def2-TZVPD" orbital_gap_ev="6.90 / 8.05" multiplicity=4 lumo_ev="-2.2 / -2.2" total_charge=+1 total_energy_ha=-4125.5235
Co 2.23232 0.92198 -0.47226
C 3.65706 1.37912 2.42964
O 3.81838 1.43470 1.02011
C 5.14671 1.09209 0.63573
C 5.22981 1.12776 -0.86172
O 4.24971 0.22429 -1.37310
C 4.37804 0.11345 -2.79642
H 4.25214 2.16064 2.90656
H 3.96076 0.40276 2.81729
H 2.60641 1.53514 2.64514
H 5.39747 0.09642 1.01789
H 5.85314 1.81001 1.06316
H 6.23067 0.80851 -1.17027
H 5.03526 2.13206 -1.24585
H 5.32572 -0.37296 -3.03701
H 4.33976 1.10134 -3.25880
H 3.55640 -0.49486 -3.16269
C -1.33273 4.38622 2.76153
N -0.60443 3.66308 1.72552
C 0.30355 2.69029 1.83876
N 0.63385 2.23261 0.64049
C -0.14575 2.98984 -0.18581
N -0.90445 3.85890 0.43103
C -2.77790 3.94722 2.80060
C -3.82045 4.86141 2.77983
C -5.13890 4.41850 2.79948
C -5.42648 3.06473 2.82230
C -4.37929 2.14748 2.83670
C -3.06519 2.59299 2.83497
C -4.62967 0.71017 2.81595
N -5.72150 0.05342 2.63445
N -5.37705 -1.29340 2.65035
C -4.10676 -1.34091 2.84487
O -3.55862 -0.10861 2.96622
C -3.19739 -2.48096 2.85595
C -3.64760 -3.75071 2.50651
C -2.73594 -4.78552 2.38613
C -1.38230 -4.55880 2.60643
C -0.93397 -3.30051 2.99174
C 0.52091 -3.06640 3.29562
N 1.23061 -2.28490 2.27168
C 0.88910 -1.16183 1.63331
N 1.91094 -0.74091 0.90392
C 2.86934 -1.67801 1.13492
N 2.49821 -2.62393 1.95997
C -1.85212 -2.27039 3.13040
H -1.25098 5.45121 2.55425
H -0.82689 4.18251 3.70613
H 0.68145 2.36069 2.79237
H -0.13888 2.89762 -1.25639
H -3.60833 5.92280 2.73761
H -5.94613 5.13801 2.78320
H -6.44813 2.70945 2.82224
H -2.25958 1.86935 2.83057
H -4.70044 -3.90581 2.31062
H -3.07748 -5.77360 2.10872
H -0.67479 -5.37165 2.49629
H 1.06373 -4.00527 3.35730
H 0.63514 -2.55005 4.25012
H -0.08004 -0.69425 1.69199
H 3.84153 -1.65575 0.67075
H -1.52623 -1.28825 3.45098
O 2.91919 2.94335 -1.96731
C 2.02021 2.10658 -2.05890
C 1.40972 1.85540 -3.38980
C 1.46280 2.77907 -4.43346
C 0.82137 2.49299 -5.62250
C 0.13012 1.29322 -5.78018
C 0.08161 0.36766 -4.75159
C 0.72074 0.64586 -3.54610
P 0.80668 -0.47425 -2.10359
C 1.18335 -2.14156 -2.73808
C 2.38588 -2.72342 -2.34214
C 2.73179 -3.99938 -2.76708
C 1.86928 -4.70843 -3.58829
C 0.65658 -4.14698 -3.97109
C 0.31159 -2.87565 -3.54358
C -0.92735 -0.63903 -1.57079
C -1.82598 0.41785 -1.71313
C -3.10867 0.32552 -1.18934
C -3.51231 -0.82794 -0.53172
C -2.62605 -1.88896 -0.39563
C -1.33716 -1.79113 -0.89811
H 2.00329 3.70594 -4.28951
H 0.84819 3.20441 -6.43798
H -0.37458 1.08195 -6.71392
H -0.45477 -0.55913 -4.90192
H 3.05726 -2.17274 -1.69323
H 3.66924 -4.43882 -2.45213
H 2.13316 -5.70302 -3.92304
H -0.02517 -4.70654 -4.59813
H -0.65455 -2.46844 -3.81426
H -1.53126 1.30746 -2.25480
H -3.79873 1.15051 -1.31216
H -4.52049 -0.90890 -0.14236
H -2.93879 -2.80291 0.09241
H -0.65795 -2.63112 -0.79448



No. 4
88
Properties=species:S:1:pos:R:3 method="wB97M-V/def2-TZVPD" orbital_gap_ev=5.00 lumo_ev=-7.0 total_charge=+2 total_energy_ha=-2664.8300
In 0.17100 -0.03753 0.05600
P -0.59120 2.41514 -0.35856
C -1.35147 -0.06050 1.97212
O -1.69787 -0.27124 3.04781
P -0.62074 -2.50757 -0.17728
C -0.55407 3.28817 1.25507
C -2.09678 3.02919 -1.16907
C 0.82493 3.09048 -1.29604
C 0.94738 -3.39884 -0.48596
C -1.25609 -3.26654 1.35982
C -1.75476 -3.01930 -1.51176
C 0.52701 4.10118 1.62667
C 0.49897 4.77554 2.84660
C -0.58763 4.64928 3.71146
C -1.65294 3.82699 3.34533
C -1.64185 3.13592 2.13971
H 1.38078 4.22317 0.95494
H 1.33337 5.41742 3.11218
H -0.61014 5.20796 4.65258
H -2.50976 3.73571 4.01122
H -2.48043 2.48440 1.86705
C 2.09737 2.63256 -0.92570
C 3.23423 3.04191 -1.60038
C 3.13144 3.96729 -2.63560
C 1.86893 4.44644 -3.00027
C 0.70950 3.99969 -2.35929
H 2.21219 1.92030 -0.10504
H 4.19905 2.63979 -1.30408
H 4.03565 4.31180 -3.14016
H 1.79040 5.17049 -3.80207
H -0.27795 4.34179 -2.67828
C -2.56855 4.32297 -0.90457
C -3.69365 4.79847 -1.57890
C -4.36078 4.00125 -2.51021
C -3.89172 2.70844 -2.75921
C -2.76905 2.21191 -2.09768
H -2.06801 4.95182 -0.15981
H -4.05094 5.80049 -1.36806
H -5.24032 4.38653 -3.03779
H -4.41106 2.08517 -3.47996
H -2.40630 1.19420 -2.29009
C -2.46251 -3.97823 1.38567
C -2.89071 -4.56448 2.57878
C -2.13733 -4.44240 3.74831
C -0.94438 -3.71810 3.71610
C -0.50484 -3.11928 2.53956
H -3.06998 -4.06779 0.47821
H -3.82589 -5.11483 2.59392
H -2.47680 -4.90848 4.67742
H -0.35252 -3.61155 4.62276
H 0.42922 -2.54133 2.53218
C 1.92457 -2.75193 -1.25179
C 3.17636 -3.33422 -1.41632
C 3.43878 -4.60163 -0.91383
C 2.44160 -5.27749 -0.21051
C 1.20181 -4.67739 0.02163
H 1.71930 -1.78085 -1.72252
H 3.94497 -2.79391 -1.96037
H 4.41889 -5.05894 -1.08578
H 2.63006 -6.27340 0.16276
H 0.44140 -5.19871 0.61704
C -1.49202 -4.16114 -2.28049
C -2.40488 -4.56248 -3.25650
C -3.57356 -3.83322 -3.49284
C -3.81716 -2.68243 -2.73652
C -2.92010 -2.26227 -1.75566
H -0.56829 -4.72416 -2.12411
H -2.19468 -5.45100 -3.84340
H -4.28404 -4.16215 -4.25822
H -4.72234 -2.10910 -2.92020
H -3.10782 -1.34884 -1.18183
H 2.72506 -0.12567 -3.70096
H 2.09512 -0.14233 -4.11803
C 1.18470 1.08266 3.41208
C 2.15592 0.37505 2.56414
C 3.43381 -0.01293 2.94084
C 4.13941 -0.37193 1.76787
C 3.27443 -0.19507 0.69477
C 3.69870 -0.16629 -0.70112
N 2.02780 0.18261 1.19246
H 0.68970 0.38418 4.12317
H 0.44554 1.68351 2.85554
H 1.75497 1.80073 4.03807
H 3.79465 0.03208 3.97517
H 5.17119 -0.70106 1.67004
H 4.40799 0.65513 -0.85776
H 4.26964 -1.08517 -0.91478
H 2.89615 -0.03606 -1.42774